Record 1
DFT (ωB97M-V with the def2-TZVPD basis set) results for C8H8NO6Sc as an isolated structure.

ORCA input file:
```
! RIJCOSX wB97M-V def2-TZVPD def2/J DEFGRID3
* xyz 2 1
O 0.011 1.849 -3.835
C 0.077 1.027 -3.014
Sc 0.370 -0.139 0.221
C -0.508 1.346 2.004
O -1.006 1.959 2.867
C -0.336 -2.230 -0.659
O -0.964 -3.192 -0.836
C 2.187 0.360 -0.954
O 3.284 0.376 -1.371
C -1.939 0.084 -0.283
O -2.982 0.014 -0.763
H 0.108 -0.198 -1.708
C -0.222 -2.423 3.359
N 1.242 -2.386 3.465
C 1.983 -3.006 4.592
C 2.018 -1.690 2.623
O 1.650 -0.975 1.632
H -0.565 -3.393 3.741
H -0.537 -2.267 2.309
H -0.699 -1.661 3.992
H 2.663 -3.773 4.171
H 2.599 -2.218 5.077
H 1.291 -3.445 5.334
H 3.075 -1.681 2.841
*
```

For the largest force on an atom, the calculation gives 7.30 eV Å⁻¹. The HOMO-LUMO gap is 0.255 hartree. As for the HOMO energy: -0.5891 Eh. Its energy relative to the best compared isomer or geometry (same formula, charge and spin) is 9.6 kJ/mol. The calculation puts the electronic energy at -1575.8899 Ha.

Charge distribution, Löwdin scheme, values in e:
1 O 0.136
2 C 0.050
3 Sc 0.620
4 C 0.097
5 O 0.178
6 C -0.001
7 O 0.174
8 C 0.007
9 O 0.197
10 C -0.005
11 O 0.206
12 H -0.025
13 C 0.012
14 N -0.129
15 C 0.009
16 C -0.181
17 O -0.160
18 H 0.117
19 H 0.072
20 H 0.113
21 H 0.117
22 H 0.114
23 H 0.115
24 H 0.166

=====

Record 2
DFT (ωB97M-V with the def2-TZVPD basis set) results for one molecule with the formula C6H8Cl2.

ORCA input file:
```
! RIJCOSX wB97M-V def2-TZVPD def2/J DEFGRID3
* xyz 0 1
C 1.341 -2.054 0.857
C 1.498 -0.916 0.111
Cl 2.916 -0.635 -0.864
C 0.332 0.012 -0.028
C 0.671 1.463 -0.242
C -0.920 -0.359 -0.228
C -2.026 0.731 -0.125
Cl -1.552 -1.917 -0.802
H 0.314 -2.053 1.296
H 2.115 -2.733 1.137
H 1.713 1.602 0.072
H 0.497 1.766 -1.213
H 0.025 2.054 0.442
H -3.056 0.324 -0.270
H -2.022 1.410 -0.965
H -1.845 1.306 0.822
*
```

For the largest force on an atom, the calculation gives 3.93 eV Å⁻¹. The HOMO-LUMO gap is 0.346 hartree. As for the HOMO energy: -0.3214 Eh. Its energy relative to the best compared isomer or geometry (same formula, charge and spin) is 68.9 kJ/mol. The calculation puts the electronic energy at -1153.7419 Ha.

Charge distribution, Löwdin scheme, values in e:
1 C 0.001
2 C -0.692
3 Cl 0.662
4 C -0.374
5 C -0.067
6 C -0.631
7 C -0.114
8 Cl 0.640
9 H 0.069
10 H 0.053
11 H 0.069
12 H 0.065
13 H 0.086
14 H 0.072
15 H 0.067
16 H 0.091

=====

Record 3
DFT (ωB97M-V with the def2-TZVPD basis set) results for C3BeLiO3 as an isolated structure.

ORCA input file:
```
! RIJCOSX wB97M-V def2-TZVPD def2/J DEFGRID3
* xyz 3 1
C 0.247 0.133 -0.647
C 1.360 -0.498 -1.049
O 2.314 -0.937 -1.488
O -1.158 -0.400 -0.542
C -0.593 0.477 0.391
O -0.866 0.821 1.485
Be -2.156 -0.718 -1.316
Li -2.204 0.866 2.903
*
```

For the largest force on an atom, the calculation gives 7.11 eV Å⁻¹. The HOMO-LUMO gap is 0.276 hartree. As for the HOMO energy: -0.9127 Eh. The calculation puts the electronic energy at -360.8758 Ha.

Charge distribution, Löwdin scheme, values in e:
1 C 0.151
2 C 0.125
3 O 0.491
4 O 0.072
5 C -0.250
6 O 0.227
7 Be 1.237
8 Li 0.946

=====

Record 4
DFT (ωB97M-V with the def2-TZVPD basis set) results for C2H3I3O2 as an isolated structure.

ORCA input file:
```
! RIJCOSX wB97M-V def2-TZVPD def2/J DEFGRID3
* xyz 0 1
C -0.293 0.007 -0.946
C -1.418 -0.042 -0.255
O 0.323 1.210 -1.218
O -0.197 -0.289 1.863
I 1.721 -0.444 1.734
I -2.344 -1.914 -0.023
I -2.418 1.655 0.459
H 0.203 -0.849 -1.233
H 0.694 1.011 -2.044
H -0.530 0.226 2.637
*
```

For the largest force on an atom, the calculation gives 2.91 eV Å⁻¹. The HOMO-LUMO gap is 0.296 hartree. As for the HOMO energy: -0.3150 Eh. Its energy relative to the best compared isomer or geometry (same formula, charge and spin) is 200.5 kJ/mol. The calculation puts the electronic energy at -1121.4732 Ha.

Charge distribution, Löwdin scheme, values in e:
1 C -0.487
2 C -1.282
3 O -0.050
4 O -0.919
5 I 0.925
6 I 0.810
7 I 0.851
8 H 0.068
9 H 0.070
10 H 0.014